Here is a structure of composition C14H37N3O4Pd from OMol25. Energies are from the ωB97M-V functional and the def2-TZVPD basis.

Structure (XYZ):
```
59
Properties=species:S:1:pos:R:3
Pd -0.118 -0.129 -0.163
C 2.731 1.467 -1.445
O 1.511 0.787 -1.715
C 1.122 0.922 -3.073
C -0.402 0.753 -3.236
N -1.207 0.681 -1.995
C -1.689 2.007 -1.499
C -0.663 2.905 -0.850
O 0.055 2.201 0.154
C 0.858 3.071 0.962
H 2.816 2.392 -2.011
H 3.578 0.809 -1.658
H 2.775 1.709 -0.383
H 1.614 0.119 -3.633
H 1.471 1.863 -3.494
H -0.603 -0.149 -3.814
H -0.772 1.547 -3.896
H -2.071 0.224 -2.265
H -2.514 1.823 -0.811
H -2.106 2.568 -2.345
H -1.142 3.790 -0.423
H 0.052 3.270 -1.603
H 0.207 3.746 1.523
H 1.522 3.666 0.334
H 1.417 2.447 1.653
C 3.158 -1.297 2.751
C 2.333 -0.995 1.533
C 2.231 -2.178 0.608
O 1.438 -1.786 -0.506
C 1.727 -2.504 -1.718
N 0.938 -0.553 1.890
H 4.210 -1.433 2.483
H 2.820 -2.177 3.297
H 3.194 -0.438 3.426
H 2.749 -0.147 0.985
H 1.819 -3.055 1.122
H 3.248 -2.419 0.283
H 1.041 -2.131 -2.476
H 1.600 -3.571 -1.555
H 2.730 -2.248 -2.065
H 1.027 0.137 2.634
H 0.489 -1.326 2.384
C -3.512 -2.812 0.986
C -2.774 -1.537 0.625
C -2.417 -0.726 1.832
O -1.806 0.508 1.483
C -2.528 1.634 1.987
N -1.507 -1.900 -0.164
H -4.228 -2.661 1.793
H -2.811 -3.572 1.342
H -4.049 -3.188 0.118
H -3.360 -0.958 -0.091
H -1.770 -1.324 2.492
H -3.329 -0.604 2.421
H -3.428 1.827 1.394
H -1.890 2.510 1.902
H -2.805 1.500 3.031
H -1.866 -2.426 -0.960
H -1.112 -2.642 0.418
```

Calculated values
Energy relative to the best compared isomer or geometry (same formula, charge and spin) = 33.53 kJ/mol
2S+1 = 3
Total charge = +2
Kohn-Sham gap (alpha / beta) = 10.3 / 8.6 eV